C4H3N3O | ωB97M-V/def2-TZVPD

Calculated values
ΔE to the lowest compared entry with this formula, charge and spin   468.6 kJ/mol
F_max   0.1825 hartree/bohr
LUMO level   -1.110 eV
HOMO-LUMO gap   8.57 eV
E_HOMO   -9.677 eV
Spin multiplicity   1

```
11
C4H3N3O ωB97M-V/def2-TZVPD
N 0.26009 -1.00338 -0.99202
N 1.23292 1.06777 -0.41018
O 1.24894 -0.89175 1.21701
N -0.92436 -1.18204 -0.66406
C 1.13321 -0.26290 -0.03338
H -2.68194 -0.64187 0.76716
C -1.14925 0.96482 0.45247
C 0.09498 1.53051 -0.24723
C -1.61064 -0.33761 0.42049
H -0.17527 2.62915 -0.41115
H -1.92460 1.60136 0.81762
```